Entry 1:
DFT (ωB97M-V/def2-TZVPD) results for one molecule with the formula C15H19N7OS in a non-equilibrium geometry.

Geometry as XYZ:
```
43
C15H19N7OS ωB97M-V/def2-TZVPD
N 0.725 2.105 2.635
N 1.917 0.804 1.185
N 3.077 2.041 2.792
N -4.105 0.516 0.039
O -0.840 -2.627 -2.211
S -2.008 1.530 1.411
C -0.393 0.938 0.844
C -0.442 0.066 -0.222
C 0.778 1.309 1.571
C 1.919 2.473 3.089
C 3.017 1.292 1.764
C -2.757 0.612 0.147
C -4.562 -0.391 -0.834
C -3.825 -0.981 -1.778
C -1.890 -0.224 -0.578
C -2.434 -0.896 -1.727
N 0.665 -0.433 -0.789
N 1.772 3.228 4.244
N 4.236 1.019 1.163
C -1.432 -3.848 -2.481
C -6.066 -0.748 -0.995
C -1.589 -1.587 -2.828
C 5.573 0.860 1.845
C 4.251 1.220 -0.302
H -4.197 -1.710 -2.458
H 0.705 -1.348 -1.148
H 1.405 -0.174 -0.148
H 0.785 3.137 4.570
H 2.518 3.142 4.900
H -0.843 -4.727 -2.245
H -2.341 -3.925 -1.965
H -1.706 -3.908 -3.447
H -6.374 -1.421 -0.195
H -6.701 0.159 -0.794
H -6.251 -1.049 -2.032
H -0.991 -0.867 -3.398
H -2.247 -1.947 -3.621
H 6.256 1.537 1.446
H 5.505 1.124 2.874
H 6.052 -0.139 1.747
H 3.588 1.936 -0.678
H 5.251 1.655 -0.589
H 3.999 0.249 -0.804
```

Results
HOMO level: -7.56 eV
Energy relative to the best compared isomer or geometry (same formula, charge and spin): 0.0 kcal/mol
Electronic energy: -1439.67681 Eh
SMILES: COCc1cc(C)nc2sc(-c3nc(N)nc(N(C)C)n3)c(N)c12
Frontier orbital gap: 7.76 eV
Spin multiplicity: 1

Here are the Löwdin charges for atoms 1 to 2, given in e:
1. N 0.16
2. N 0.16

***

Entry 2:
DFT (ωB97M-V/def2-TZVPD) results for C15H20Cl2LuN2Se as an isolated structure in a non-equilibrium geometry.

Geometry as XYZ:
```
41
C15H20Cl2LuN2Se ωB97M-V/def2-TZVPD
Lu 0.144 1.174 0.463
Cl -1.137 2.641 -0.949
Cl 0.684 2.394 2.524
C 1.506 -0.017 -1.063
H 1.609 -0.999 -1.543
H 2.401 0.614 -1.302
C -0.860 -0.602 -3.616
C 0.446 -0.958 -3.760
H -1.512 -1.157 -2.926
C 1.444 -0.155 -4.529
H 0.823 -1.808 -3.188
C 0.879 1.232 -4.902
H 2.370 -0.030 -3.955
H 1.700 -0.690 -5.457
C -0.559 1.134 -5.407
H 0.899 1.859 -4.001
H 1.513 1.697 -5.667
C -1.487 0.571 -4.306
H -0.921 2.117 -5.738
H -0.579 0.468 -6.279
H -1.696 1.362 -3.564
H -2.452 0.284 -4.750
C -2.727 -0.879 3.202
N -1.285 -1.020 3.068
C -0.642 -1.033 1.876
Se -1.564 -0.976 0.267
N 0.703 -0.958 2.184
C 0.893 -0.882 3.572
C 1.988 -0.416 4.293
C 1.736 0.017 5.604
C 0.441 0.006 6.148
C -0.656 -0.450 5.413
C -0.382 -0.900 4.121
H -3.062 0.157 3.041
H -2.981 -1.197 4.216
H -3.217 -1.518 2.460
H 1.437 -1.017 1.473
H 2.969 -0.402 3.824
H 2.551 0.405 6.212
H 0.260 0.383 7.155
H -1.679 -0.452 5.787
```

Results
Net charge: -1
HOMO level (alpha / beta): -1.43 / -1.43 eV
Electronic energy: -5250.51138 Eh
Frontier orbital gap (alpha / beta): 3.90 / 3.89 eV
Spin multiplicity: 1

Here are the Löwdin charges for atoms 1 to 2, given in e:
1. Lu 0.53
2. Cl -0.26

***

Entry 3:
DFT (ωB97M-V/def2-TZVPD) results for C15H20Cl3N5O2PdS as an isolated structure.

Geometry as XYZ:
```
47
C15H20Cl3N5O2PdS ωB97M-V/def2-TZVPD
Pd -0.384 -0.051 -0.644
Cl -0.231 -3.372 -8.299
C 0.530 -2.630 -6.896
C -0.211 -1.803 -6.062
C 0.384 -1.217 -4.967
Cl -0.593 -0.182 -3.959
C 1.768 -1.418 -4.588
O 2.309 -0.913 -3.587
C 2.444 -2.283 -5.525
Cl 4.138 -2.611 -5.214
C 1.865 -2.872 -6.629
H -1.256 -1.612 -6.264
H 2.452 -3.513 -7.273
C 0.526 3.115 4.348
C -0.282 2.531 3.191
C -1.272 1.492 3.711
C -1.054 3.643 2.470
N 0.635 1.778 2.307
N 1.483 2.557 1.482
H -0.135 3.569 5.091
H 1.210 3.892 3.993
H 1.113 2.329 4.829
H -1.960 1.940 4.432
H -0.744 0.659 4.181
H -1.855 1.092 2.878
H -1.865 4.010 3.104
H -1.483 3.262 1.541
H -0.411 4.499 2.243
H 0.048 1.225 1.683
H 2.246 2.914 2.039
H 0.991 3.325 1.034
O -3.871 2.876 -0.451
S -2.936 1.848 -0.978
N -1.698 1.550 -0.228
N 0.125 -2.062 3.401
C -0.058 -2.182 2.005
C -1.221 -2.775 1.497
C -1.417 -2.771 0.128
N -0.510 -2.354 -0.766
C 0.632 -1.806 -0.281
C 0.867 -1.677 1.114
H -0.314 -2.812 3.914
H 1.098 -1.977 3.658
H -1.987 -3.156 2.163
H -2.347 -3.147 -0.289
H 1.451 -1.699 -0.995
H 1.780 -1.209 1.461
```

Results
Net charge: -2
HOMO level: -1.31 eV
Energy relative to the best compared isomer or geometry (same formula, charge and spin): 7.6 kcal/mol
Electronic energy: -2914.48405 Eh
Frontier orbital gap: 5.83 eV
Spin multiplicity: 1

Here are the Löwdin charges for atoms 1 to 2, given in e:
1. Pd 0.39
2. Cl 0.54

***

Entry 4:
DFT (ωB97M-V/def2-TZVPD) results for one molecule with the formula C15H20ClNO4S.

Geometry as XYZ:
```
42
C15H20ClNO4S ωB97M-V/def2-TZVPD
C -0.205 0.434 -4.102
C -0.157 -0.372 -2.818
H -0.397 -1.427 -2.992
H 0.824 -0.312 -2.337
O -1.117 0.174 -1.909
C -1.224 -0.439 -0.743
O -0.698 -1.491 -0.469
C -2.203 0.237 0.214
H -3.036 -0.473 0.297
C -1.558 0.332 1.610
N -0.660 1.449 1.793
S 0.907 1.261 1.198
O 0.905 0.789 -0.158
O 1.583 2.496 1.457
C 1.575 -0.021 2.343
C 1.867 -1.257 1.576
C 1.138 -2.428 1.742
C 1.385 -3.537 0.955
C 2.363 -3.487 -0.022
C 3.107 -2.335 -0.203
C 2.858 -1.232 0.596
Cl 3.772 0.213 0.378
H 3.873 -2.282 -0.960
H 2.548 -4.345 -0.650
H 0.802 -4.434 1.095
H 0.369 -2.468 2.500
H 2.470 0.440 2.756
H 0.830 -0.156 3.119
C -1.250 2.720 1.408
C -1.708 2.698 -0.048
C -2.743 1.593 -0.243
H -3.631 1.828 0.352
H -3.039 1.535 -1.291
H -2.134 3.665 -0.319
H -0.842 2.506 -0.684
H -2.095 2.912 2.078
H -0.485 3.479 1.570
H -2.345 0.431 2.366
H -1.004 -0.590 1.791
H 0.518 0.037 -4.809
H -1.198 0.384 -4.543
H 0.034 1.473 -3.896
```

Results
HOMO level: -9.01 eV
Energy relative to the best compared isomer or geometry (same formula, charge and spin): 9.3 kcal/mol
Electronic energy: -1797.68843 Eh
SMILES: CCOC(=O)[C@@H]1CCCN(S(=O)(=O)Cc2ccccc2Cl)C1
Frontier orbital gap: 9.72 eV
Spin multiplicity: 1

Here are the Löwdin charges for atoms 1 to 2, given in e:
1. C -0.06
2. C -0.21